Below is C48H40I2NO4P2Pt as an isolated structure in a non-equilibrium geometry, with properties calculated with the ωB97M-V functional and the def2-TZVPD basis.

Calculated values
**Gap between HOMO and LUMO**: 7.28 eV
**Charge**: +1
**Spin multiplicity**: 1
**Molar mass**: 1205.68 g/mol
**F_max**: 1.29 eV/A
**Energy relative to the best compared isomer or geometry (same formula, charge and spin)**: 0.0 kcal per mole
**E**: -3606.1801 a.u.
**Highest occupied orbital energy**: -10.5 eV

Last column: Löwdin charge in e.
Atoms and positions in Å:
H (2.026, -0.714, -6.665)  0.110
Pt (-0.795, -0.692, -0.256)  0.890
H (2.488, -2.617, 3.862)  0.104
H (-1.770, -5.676, 1.309)  0.058
C (3.253, -2.987, 0.667)  -0.068
H (3.409, -2.009, -5.081)  0.110
H (-0.590, 3.365, 5.518)  0.112
H (5.190, -0.508, 1.920)  0.111
I (0.648, -6.482, 0.539)  0.843
H (3.403, 4.309, 2.662)  0.103
C (-2.703, -1.099, -3.853)  -0.143
C (2.399, -2.228, -0.112)  -0.118
H (0.750, 4.908, 4.176)  0.118
C (-0.951, -3.930, 0.333)  -0.638
H (-0.525, -4.781, 2.228)  0.044
C (1.884, -0.594, -5.598)  -0.067
C (0.923, 0.290, -5.121)  -0.063
C (-2.065, -1.975, -4.726)  -0.019
H (4.917, -2.962, 2.021)  0.111
H (-1.379, 1.225, 4.569)  0.120
H (-1.432, -3.340, -1.541)  0.081
C (-0.836, -5.122, 1.247)  -0.540
H (-5.535, 2.121, 2.227)  0.112
H (-5.418, -2.024, 1.167)  0.112
C (2.659, -1.322, -4.711)  -0.065
P (-1.053, 0.054, 1.859)  0.976
C (-1.293, -1.825, 3.961)  -0.077
H (-4.335, 0.252, -3.566)  0.124
H (1.014, -3.793, 5.468)  0.109
C (-0.756, -2.771, 4.827)  -0.071
H (1.599, -2.710, -0.663)  0.100
C (-4.906, -1.112, 1.444)  -0.059
C (2.783, 5.138, 2.318)  -0.022
H (-3.083, 2.156, 2.408)  0.106
C (1.430, -2.395, 3.893)  -0.059
H (-2.071, -2.848, -6.684)  0.096
H (-0.151, 5.475, 0.490)  0.099
H (3.397, 5.800, 1.710)  0.081
C (0.712, 5.816, 1.064)  -0.004
C (-0.814, 1.917, 3.958)  -0.062
C (-4.971, 1.217, 2.040)  -0.058
H (2.461, 5.711, 3.187)  0.081
C (1.574, 4.628, 1.520)  -0.419
H (3.117, -1.717, -2.654)  0.103
P (1.315, 0.107, -1.107)  1.052
C (-0.525, 1.612, 2.632)  -0.244
C (-3.526, -1.099, 1.547)  -0.111
I (-4.449, -1.762, -8.326)  0.895
C (0.732, 3.705, 2.403)  -0.079
C (-5.628, 0.046, 1.693)  -0.059
C (2.552, -0.842, -0.178)  -0.362
H (-0.014, 1.126, -3.387)  0.121
O (-2.715, -0.121, -1.678)  -0.002
C (0.600, -3.058, 4.791)  -0.070
H (-5.237, -0.078, -5.855)  0.097
C (0.899, -1.456, 3.029)  -0.084
C (1.532, -0.278, -2.862)  -0.368
H (0.351, 6.377, 1.927)  0.092
C (3.562, -0.227, 0.554)  -0.069
C (2.490, -1.163, -3.340)  -0.067
C (3.524, 3.537, -1.620)  -0.048
C (3.090, 4.295, -0.541)  0.002
C (-2.565, -2.170, -6.002)  -0.142
C (-2.183, -0.887, -2.483)  -0.607
C (0.739, 0.439, -3.759)  -0.099
C (4.254, -2.368, 1.406)  -0.076
H (3.695, 0.847, 0.508)  0.107
C (-3.847, -0.420, -4.259)  -0.003
H (0.310, 0.855, -5.812)  0.114
H (-2.352, -1.605, 3.996)  0.107
H (-1.400, -3.279, 5.532)  0.109
H (-1.662, -5.039, -1.218)  0.110
C (2.066, 3.856, 0.296)  -0.081
C (-0.466, -1.169, 3.060)  -0.353
H (-6.707, 0.038, 1.611)  0.111
C (1.501, 2.639, -0.042)  -0.213
N (-1.480, -4.109, -0.878)  0.202
C (0.402, 3.988, 3.724)  0.003
H (1.545, -0.960, 2.310)  0.092
C (0.222, 2.519, 1.900)  -0.201
C (2.979, 2.284, -1.874)  -0.051
C (-2.859, 0.076, 1.907)  -0.347
C (-3.589, 1.236, 2.145)  -0.062
O (-1.120, -1.552, -2.134)  -0.239
C (-4.350, -0.605, -5.536)  -0.135
C (1.958, 1.812, -1.060)  -0.257
H (4.314, 3.914, -2.255)  0.112
H (-2.964, -2.007, 1.356)  0.093
C (4.408, -0.992, 1.350)  -0.064
H (1.297, 6.490, 0.437)  0.092
C (-3.703, -1.480, -6.400)  -0.732
O (0.443, 2.124, 0.627)  -0.034
H (3.128, -4.062, 0.709)  0.084
C (-0.361, 3.115, 4.491)  -0.049
O (-0.554, -2.832, 0.746)  -0.100
H (3.356, 1.677, -2.688)  0.118
H (3.562, 5.251, -0.352)  0.118
H (-1.171, -2.493, -4.405)  0.119

Forces on the atoms, in the same order (eV/Å):
H 0.00 0.01 0.00
Pt 1.11 0.42 -0.51
H -0.01 0.01 0.00
H 0.01 -0.02 -0.02
C 0.01 -0.03 -0.01
H 0.00 0.00 0.00
H 0.00 0.01 0.00
H 0.00 0.00 0.00
I 0.00 0.03 0.00
H 0.00 -0.01 0.00
C -0.04 -0.06 -0.06
C 0.01 -0.01 -0.03
H 0.00 0.00 0.01
C 0.19 0.03 0.04
H 0.00 0.00 0.00
C -0.01 -0.03 -0.02
C -0.07 -0.04 0.01
C 0.01 0.05 0.04
H 0.00 0.00 0.00
H -0.01 0.00 0.01
H -0.04 0.08 -0.03
C -0.02 0.04 0.01
H -0.01 0.00 0.00
H -0.01 -0.01 0.00
C 0.02 -0.01 0.00
P 0.15 -0.03 0.27
C -0.03 0.04 0.02
H 0.01 0.00 0.01
H 0.00 -0.01 0.00
C -0.03 -0.01 0.01
H 0.01 0.00 0.01
C -0.03 0.01 0.01
C -0.03 0.04 -0.02
H 0.00 0.00 0.00
C 0.00 -0.04 0.07
H -0.01 0.00 0.00
H -0.01 0.00 0.00
H 0.00 0.01 0.01
C -0.02 0.00 -0.01
C 0.02 0.02 -0.01
C -0.02 0.01 0.01
H 0.01 0.01 -0.01
C 0.03 0.00 0.02
H 0.00 0.00 0.00
P -0.55 -0.25 0.34
C -0.05 0.03 -0.03
C 0.01 -0.03 -0.01
I 0.01 0.00 0.02
C -0.01 0.00 0.04
C -0.02 -0.01 -0.01
C 0.06 0.05 -0.01
H -0.02 0.01 0.01
O -0.36 0.13 0.05
C 0.02 -0.01 0.00
H 0.00 0.00 -0.01
C -0.03 0.04 -0.03
C -0.04 -0.03 0.00
H 0.00 0.00 0.01
C 0.01 0.00 -0.04
C 0.00 0.00 0.04
C 0.01 -0.04 -0.03
C -0.02 -0.02 0.05
C 0.00 0.00 -0.04
C -0.11 -0.06 -0.06
C -0.01 0.00 -0.01
C 0.02 0.00 -0.01
H 0.00 0.00 0.01
C 0.03 -0.01 0.01
H 0.00 0.00 0.00
H -0.02 0.00 -0.02
H 0.00 0.00 0.01
H -0.02 0.00 0.03
C 0.05 -0.01 -0.04
C 0.08 0.00 -0.06
H 0.00 0.00 0.00
C 0.04 -0.05 -0.01
N 0.03 -0.09 0.01
C 0.02 -0.01 -0.02
H -0.02 -0.01 0.05
C 0.02 -0.07 0.08
C 0.01 0.00 -0.01
C 0.04 -0.07 -0.03
C 0.02 0.03 -0.01
O 0.25 -0.01 0.05
C 0.02 -0.02 -0.02
C -0.12 0.06 0.10
H 0.00 0.00 0.00
H 0.01 0.01 0.02
C 0.01 0.01 0.01
H 0.00 0.00 -0.01
C -0.03 0.00 -0.04
O -0.08 0.20 -0.13
H 0.00 0.00 0.00
C 0.00 -0.03 0.01
O -0.50 -0.26 -0.06
H 0.00 0.00 -0.01
H 0.00 0.00 -0.01
H 0.02 0.02 -0.01